# C4H10Cl2N3

The ion C4H10Cl2N3 with charge +1 (wB97M-V/def2-TZVPD, OMol25).

Structure (XYZ):
```
19
C4H10Cl2N3 wB97M-V/def2-TZVPD
C 2.56361 -0.33838 0.35715
C 1.10435 -0.32916 -0.05815
Cl 0.94036 -1.29432 -1.57316
C 0.51656 1.05525 -0.33050
Cl 1.03196 2.23105 0.91690
N -0.94200 1.07390 -0.37126
C -1.75622 0.00050 -0.06087
N -2.11148 -0.83486 -1.01458
N -2.25976 -0.13949 1.18072
H 2.85799 -1.37363 0.52543
H 3.20254 0.05388 -0.43248
H 2.71209 0.19912 1.28940
H 0.52092 -0.85391 0.70184
H 0.89276 1.41686 -1.28410
H -1.36793 1.96844 -0.56452
H -1.64800 -0.65250 -1.89852
H -2.18559 -1.83376 -0.84232
H -1.99530 0.64811 1.76471
H -2.07685 -0.99709 1.69431
```

The calculation puts the HOMO-LUMO gap at 9.70 eV. Its energy relative to the best compared isomer or geometry (same formula, charge and spin) is 0.0 kJ/mol. The net charge is +1. As for the SMILES: C[C@H](Cl)[C@H](Cl)NC(N)=[NH2+]. The value obtained for the LUMO energy is -0.172 hartree.

=====

# C4H11N2

The ion C4H11N2 with charge +1 (wB97M-V/def2-TZVPD, OMol25).

Structure (XYZ):
```
17
C4H11N2 wB97M-V/def2-TZVPD
C 0.05534 0.82455 -0.10930
C -0.24767 -0.30797 0.75364
C 1.47586 1.13726 -0.38035
C -1.89386 -0.46736 -1.14150
N -0.45694 -0.44209 -0.68794
N 0.85121 -0.99576 1.33141
H -0.59915 1.78680 -0.17767
H -1.31811 -0.14697 1.40280
H 1.97867 0.20721 -0.75716
H 1.94637 1.56502 0.48079
H 1.38919 1.84303 -1.20415
H -2.09895 -1.47869 -1.31059
H -2.44249 -0.13149 -0.34137
H -2.03075 0.02955 -2.11690
H 1.29395 -0.50003 2.01840
H 1.54856 -1.08512 0.53499
H 0.54878 -1.83794 1.70490
```

The calculation puts the HOMO-LUMO gap (alpha / beta) at 4.22 / 8.29 eV. Its energy relative to the best compared isomer or geometry (same formula, charge and spin) is 502.0 kJ/mol. As for the multiplicity: 3. The net charge is +1. The value obtained for the LUMO energy (alpha / beta) is -0.120 / -0.338 hartree.

=====

# C21H17F15N3O5S2Ti

A structure of composition C21H17F15N3O5S2Ti (wB97M-V/def2-TZVPD, OMol25).

Structure (XYZ):
```
64
C21H17F15N3O5S2Ti wB97M-V/def2-TZVPD
Ti 0.51883 0.28564 2.04239
C -3.64022 -2.08891 -2.94854
C -3.13214 -0.64806 -3.03727
C -1.81075 -0.55386 -3.75701
C -1.76191 -0.54637 -5.14072
C -0.54606 -0.48423 -5.80908
C 0.64221 -0.42932 -5.10643
C 0.65411 -0.43332 -3.71313
C 1.97094 -0.36358 -2.98235
C 2.78577 -1.64677 -3.15011
C -0.58529 -0.50585 -3.08152
N -0.64346 -0.48361 -1.63084
C -0.77621 -1.54151 -0.88895
C -1.12470 -1.63433 0.47695
C -1.84104 -2.72548 0.97027
C -2.28693 -2.39310 2.25347
C -1.79953 -1.12986 2.52086
N -1.08744 -0.64191 1.45632
H -4.60402 -2.12712 -2.44208
H -2.94760 -2.73132 -2.39892
H -3.75986 -2.51865 -3.94306
H -3.06585 -0.20849 -2.04183
H -3.85896 -0.04626 -3.58473
H -2.68897 -0.57755 -5.69943
H -0.53103 -0.46858 -6.89080
H 1.58523 -0.36638 -5.63468
H 1.81403 -0.16840 -1.92283
H 2.52794 0.49052 -3.37549
H 2.23947 -2.50640 -2.75950
H 3.72821 -1.57629 -2.60832
H 3.00944 -1.83808 -4.19914
H -0.69132 -2.46790 -1.44382
H -2.04395 -3.63312 0.42253
H -2.89629 -2.98960 2.91075
H -1.91458 -0.54194 3.42101
F -1.15235 4.19099 -0.52962
C -0.57923 3.06708 -0.16399
F -1.36357 2.43262 0.71172
F 0.58776 3.32258 0.42393
S -0.21160 2.07829 -1.76616
O -0.97240 0.72757 -1.02755
O -1.11208 2.63324 -2.74212
N 1.55905 0.47670 0.56159
S 2.36635 -0.80079 0.89551
O 2.46964 -1.87234 -0.02768
O 1.75745 -1.17464 2.27519
C 4.07251 -0.26266 1.36917
F 3.98499 0.67867 2.29335
F 4.65591 0.21616 0.28353
F 4.73958 -1.29946 1.83505
F 1.00293 0.70938 6.59784
C 1.03919 0.64129 5.28397
F 0.32846 -0.44105 4.88381
F 2.29632 0.43010 4.88221
C 0.45954 1.90462 4.57636
O 0.12415 1.55012 3.28416
C -0.84297 2.37929 5.28274
F -0.57669 2.98435 6.43371
F -1.51584 3.20922 4.49578
F -1.62587 1.31664 5.52494
C 1.52624 3.03679 4.53819
F 2.43401 2.75903 3.59613
F 0.96546 4.20202 4.23434
F 2.14496 3.14420 5.70989
```

The calculation puts the HOMO-LUMO gap at 7.77 eV. Its energy relative to the best compared isomer or geometry (same formula, charge and spin) is 298.9 kJ/mol. The net charge is +1. The value obtained for the LUMO energy is -0.164 hartree.

=====

# C41H60BN8O2OsS6

A structure of composition C41H60BN8O2OsS6 (wB97M-V/def2-TZVPD, OMol25).

Structure (XYZ):
```
119
C41H60BN8O2OsS6 wB97M-V/def2-TZVPD
Os 0.38757 -0.10012 -0.72726
C 5.26974 -2.16088 1.24847
C 4.17646 -3.17567 1.56733
C 3.70354 -3.93650 0.32975
C 4.70325 -4.17558 2.59083
N 2.99701 -2.44522 2.17116
C 2.54138 -2.63261 3.46402
C 1.47701 -1.82807 3.64375
N 1.28802 -1.12287 2.46889
B 0.13244 -0.18329 2.17078
N 0.27042 1.25237 2.62569
C 0.15430 1.75430 3.91409
C 0.17065 3.09336 3.83042
N 0.32112 3.43721 2.49469
C 0.38072 2.29500 1.77547
S 0.58669 2.22096 0.05106
C 0.16311 4.85849 2.00117
C 1.25298 5.20575 0.98850
C 0.30598 5.80129 3.19301
C -1.23504 4.97109 1.39689
N -1.18275 -0.85348 2.51629
C -1.97677 -0.79458 3.64721
C -2.99696 -1.64919 3.46137
N -2.85917 -2.22425 2.20646
C -1.73873 -1.72563 1.64778
S -1.00408 -2.06455 0.10987
C -3.92049 -3.19766 1.72467
C -4.00202 -4.32114 2.75609
C -3.59881 -3.79512 0.36384
C -5.22850 -2.41351 1.63980
C 2.21613 -1.51490 1.59313
S 2.41052 -0.79862 0.02433
H 6.11611 -2.68557 0.80624
H 5.61555 -1.66681 2.15671
H 4.94085 -1.40616 0.53684
H 4.53334 -4.53270 -0.04837
H 3.37713 -3.27012 -0.46638
H 2.88841 -4.61453 0.58774
H 5.53295 -4.71155 2.13363
H 3.95246 -4.91549 2.86956
H 5.08887 -3.68588 3.48525
H 2.99490 -3.33005 4.14134
H 0.83408 -1.71439 4.49835
H 0.06542 -0.02415 0.90785
H 0.09059 1.11855 4.77843
H 0.11535 3.82736 4.61047
H 2.24183 4.96281 1.38224
H 1.21475 6.28038 0.81210
H 1.11006 4.70440 0.03749
H 1.23676 5.63379 3.73553
H -0.53605 5.73353 3.88170
H 0.32216 6.82191 2.81573
H -1.36486 4.27791 0.56453
H -1.38932 5.98430 1.02598
H -1.99777 4.76365 2.14841
H -1.75456 -0.16071 4.48547
H -3.81595 -1.89405 4.11176
H -3.03728 -4.81600 2.87049
H -4.72455 -5.06074 2.41438
H -4.33620 -3.97130 3.73211
H -2.66102 -4.34905 0.36781
H -3.57422 -3.04126 -0.41954
H -4.39752 -4.49840 0.12944
H -5.53252 -2.01251 2.60659
H -6.02077 -3.07860 1.29830
H -5.14097 -1.58880 0.93059
O -1.27290 0.92082 -1.79939
S -2.58145 1.60263 -2.11617
C -3.56935 0.33777 -3.01224
C -2.99971 -1.08025 -2.89920
C -2.03471 -1.38415 -4.05571
C -1.32847 -2.73951 -3.98410
S 0.11745 -2.75915 -2.84722
O -0.00292 -1.29828 -2.32633
C 1.49835 -2.81269 -3.92810
C 1.68122 -1.89270 -4.95816
C 2.77813 -2.03661 -5.78415
C 3.66713 -3.09284 -5.58868
C 3.47274 -4.00519 -4.56419
C 2.38142 -3.86560 -3.71695
C -3.51155 1.78619 -0.61820
C -3.18572 1.09918 0.53731
C -3.93291 1.33331 1.68340
C -4.98909 2.23514 1.66044
C -5.30158 2.92144 0.49327
C -4.55110 2.70823 -0.65267
H -3.57430 0.66876 -4.05186
H -4.58506 0.43003 -2.63031
H -3.83403 -1.78443 -2.93894
H -2.51033 -1.21262 -1.93358
H -1.29578 -0.58672 -4.14268
H -2.60467 -1.38957 -4.98876
H -0.93814 -3.04378 -4.95383
H -1.98741 -3.52726 -3.61650
H 0.97947 -1.08210 -5.10641
H 2.94175 -1.33731 -6.59240
H 4.51513 -3.20444 -6.25078
H 4.16232 -4.82623 -4.42648
H 2.21280 -4.56883 -2.91083
H -2.35834 0.39990 0.52885
H -3.69588 0.80899 2.59977
H -5.56936 2.40907 2.55651
H -6.11926 3.62850 0.47786
H -4.77096 3.25978 -1.55955
S 1.75627 0.76160 -2.56072
C 2.36678 2.38368 -2.26829
N 1.73284 3.41785 -2.78991
C 2.26591 4.78823 -2.80400
C 3.77538 4.73911 -2.64109
C 4.13704 3.86043 -1.45555
N 3.51248 2.54667 -1.63884
H 0.85330 3.21437 -3.23977
H 1.79862 5.36535 -2.00548
H 1.98996 5.24098 -3.75460
H 4.16319 5.74508 -2.49340
H 4.23214 4.33817 -3.54724
H 3.78065 4.29764 -0.51930
H 5.21182 3.71565 -1.37587
H 3.96699 1.70950 -1.30738
```

The calculation puts the HOMO-LUMO gap at 6.07 eV. Its energy relative to the best compared isomer or geometry (same formula, charge and spin) is 18.8 kJ/mol. The net charge is +3. The value obtained for the LUMO energy is -0.312 hartree.

=====

# C8H14O

A structure of composition C8H14O (wB97M-V/def2-TZVPD, OMol25).

Structure (XYZ):
```
23
C8H14O wB97M-V/def2-TZVPD
C -0.28527 -2.18520 1.03724
C -0.41356 -0.72663 0.46860
C -1.81859 -0.43364 0.21945
C 0.44469 0.36661 0.70000
C 0.10236 1.69974 0.69238
C 0.12999 2.16031 -0.78074
C 0.31517 -0.14824 -0.65701
C 1.51887 -0.45066 -1.30846
H -0.38029 -1.89191 2.42454
H 0.75794 -2.53387 0.95791
H -0.98247 -2.91906 0.54523
H -2.08862 0.11181 -0.76410
H -2.48131 -1.44007 -0.15223
H -2.45565 0.05591 1.08564
H 1.48515 0.05322 1.22755
H -0.92393 2.06058 1.07615
H 0.84179 2.24836 1.38154
H -0.34343 3.02901 -1.07801
H 1.32028 1.92091 -1.23230
H 2.25401 0.44860 -1.07507
H 1.52554 -0.63417 -2.60005
H 1.91836 -1.57104 -0.82836
O -0.44101 0.77943 -1.33988
```

The calculation puts the HOMO-LUMO gap at 9.83 eV. Its energy relative to the best compared isomer or geometry (same formula, charge and spin) is 670.2 kJ/mol. The value obtained for the LUMO energy is 0.032 hartree.

=====

# C3H14O5

A cluster of 5 separate species, C3H14O5 in total (wB97M-V/def2-TZVPD, OMol25).

Structure (XYZ):
```
22
C3H14O5 wB97M-V/def2-TZVPD
C 1.79636 -1.85966 -1.49950
C 1.64197 -1.60017 -0.16931
C 1.94341 -0.31422 0.41897
O 0.80761 0.41001 0.95465
H 1.33243 -2.81406 -1.91812
H 2.21071 -1.08803 -2.19451
H 1.08408 -2.33899 0.49831
H 2.63616 0.32427 -0.15641
H 2.63312 -0.52289 1.31123
H 0.15027 1.05918 0.18557
O -1.95307 3.65024 -0.58583
H -2.86941 3.89264 -0.35611
H -1.72269 4.16287 -1.40152
O -2.07261 -1.40752 -0.23692
H -1.71466 -1.18570 0.65830
H -1.72648 -2.28117 -0.49384
O -0.55751 1.47668 -0.89501
H -1.03253 0.65649 -0.66763
H -0.82587 2.24665 -0.45867
O -0.75448 -0.93013 2.17230
H -0.94170 -1.08991 3.10393
H -0.06512 -0.44659 1.73012
```

The calculation puts the HOMO-LUMO gap at 9.80 eV. Its energy relative to the best compared isomer or geometry (same formula, charge and spin) is 252.8 kJ/mol. As for the SMILES: C=CCO.O.O.O.O. The value obtained for the LUMO energy is 0.012 hartree.

=====

# C27H37N4O4S2

The ion C27H37N4O4S2 with charge +1 (wB97M-V/def2-TZVPD, OMol25).

Structure (XYZ):
```
74
C27H37N4O4S2 wB97M-V/def2-TZVPD
C -2.26583 2.41763 -0.29424
C -2.81059 1.33088 0.61646
O -1.97561 0.16417 0.62976
C -1.82007 -0.47448 -0.60053
C -2.86918 -1.13718 -1.21358
C -2.68985 -1.80257 -2.42273
C -1.46109 -1.82037 -3.05270
C -0.40666 -1.15925 -2.44650
S 1.22574 -0.96149 -3.01050
C 1.55170 -0.00109 -1.56639
N 2.79021 0.52030 -1.33711
C 3.74718 0.63594 -2.42895
C 3.53935 1.93770 -3.21734
N 2.23463 1.95706 -3.86013
C 1.34249 2.97987 -3.33047
C -0.12967 2.63725 -3.53851
C 2.32801 1.99214 -5.31462
C 2.84859 0.68092 -5.89036
C 3.13267 1.10819 -0.13333
O 4.15056 1.73677 0.00611
C 2.18464 0.83224 0.99684
C 1.27553 1.79543 1.42498
C 0.35816 1.47617 2.40726
C 0.41782 0.22268 2.98923
S -0.87493 -0.23952 4.10492
O -1.71222 0.85734 4.44092
O -0.49859 -1.20547 5.07402
N -1.98471 -1.24958 2.95711
C -3.28793 -1.37366 3.63103
C -4.26931 -2.14986 2.76219
C -3.70430 -3.53156 2.44812
C -2.34045 -3.38707 1.78017
C -1.39968 -2.56186 2.65562
C 1.40463 -0.69478 2.67882
C 2.29120 -0.38636 1.66370
N 0.55641 0.13945 -0.75990
C -0.56426 -0.48218 -1.21654
H -2.83645 3.33036 -0.15172
H -1.22045 2.60634 -0.06434
H -2.34364 2.11571 -1.33620
H -2.82503 1.66440 1.65751
H -3.82868 1.05759 0.31380
H -3.84720 -1.12744 -0.75525
H -3.52908 -2.30592 -2.87497
H -1.32423 -2.32606 -3.99416
H 3.63193 -0.22810 -3.08433
H 4.74578 0.63648 -1.98741
H 3.65966 2.77843 -2.52627
H 4.34126 2.00938 -3.95700
H 1.55194 3.96602 -3.77697
H 1.52229 3.05608 -2.25418
H -0.74557 3.39422 -3.05937
H -0.36026 1.66903 -3.10196
H -0.39069 2.60732 -4.59206
H 2.96874 2.82503 -5.64960
H 1.32710 2.16578 -5.70954
H 3.86956 0.48073 -5.57640
H 2.83327 0.73302 -6.97564
H 2.21763 -0.14528 -5.57415
H 1.26272 2.76723 0.95765
H -0.39640 2.17373 2.73195
H -2.08740 -0.71533 2.06142
H -3.65363 -0.36920 3.85073
H -3.11781 -1.89188 4.57843
H -5.21778 -2.23662 3.29063
H -4.45032 -1.60231 1.83526
H -4.38310 -4.07384 1.79111
H -3.60403 -4.10421 3.37107
H -1.89447 -4.36710 1.61407
H -2.44994 -2.90129 0.80782
H -0.45140 -2.40326 2.13852
H -1.21056 -3.06659 3.60640
H 1.47501 -1.61960 3.22878
H 3.05440 -1.09343 1.37754
```

The calculation puts the HOMO-LUMO gap at 7.58 eV. Its energy relative to the best compared isomer or geometry (same formula, charge and spin) is 57.6 kJ/mol. The net charge is +1. As for the SMILES: CCOc1cccc2sc(N(CCN(CC)CC)C(=O)c3ccc(S(=O)(=O)[NH+]4CCCCC4)cc3)nc12. The value obtained for the LUMO energy is -0.111 hartree.

=====

# C3H8INO2S2

A structure of composition C3H8INO2S2 (wB97M-V/def2-TZVPD, OMol25).

Structure (XYZ):
```
17
C3H8INO2S2 wB97M-V/def2-TZVPD
C -0.06766 -0.65353 2.20106
C -0.99061 0.91111 -1.44246
C 0.68382 -0.97401 0.96035
N -1.40234 -0.38018 -0.96154
O 0.63118 -1.59634 -1.56706
O -0.94828 -2.78598 -0.17822
S 2.48804 2.38352 -1.08575
S -0.28473 -1.56715 -0.51082
I 2.28219 0.07377 0.32697
H -0.63358 -1.50424 2.56215
H -0.88835 0.13830 1.94140
H 0.50723 -0.26301 3.05891
H -1.35082 1.55521 -0.57511
H 0.11834 0.97731 -1.62063
H -1.44377 1.11256 -2.45700
H -2.19791 -0.26630 -0.33606
H 3.49723 2.83896 -0.31620
```

The calculation puts the HOMO-LUMO gap (alpha / beta) at 8.24 / 6.51 eV. As for the multiplicity: 3. The value obtained for the LUMO energy (alpha / beta) is 0.014 / -0.101 hartree.

=====

The calculation returns the following E values, one per record and in order: -33819.023 -7290.968 -122302.539 -127644.452 -10563.098 -13573.377 -64414.672 -38591.967 eV.